1.
A 3-piece molecular cluster, C4H3NO2 overall in a non-equilibrium geometry, computed with ωB97M-V/def2-TZVPD.

Geometry as XYZ:
```
10
C4H3NO2 (ωB97M-V/def2-TZVPD)
C -0.4413 -1.8681 -0.6098
C -0.4911 -3.1084 -0.5628
C -1.6984 1.2652 0.0809
C -0.2676 -0.6660 -1.0158
N 1.6264 0.2056 0.4261
O -0.8539 1.9922 0.4037
O -2.5564 0.6298 -0.3413
H 2.2766 0.7695 -0.0702
H 1.6802 0.1617 1.4091
H 0.7255 0.6186 0.2800
```

## Properties
* max |F|: 3.1 eV/Å
* ΔE to the lowest compared entry with this formula, charge and spin: 672.9 kJ/mol
* DFT total energy: -9774.712 eV
* HOMO: -10.3 eV
* HOMO-LUMO gap: 8.409 eV



2.
C4H8O2 as an isolated structure, computed with ωB97M-V/def2-TZVPD.

Geometry as XYZ:
```
14
C4H8O2 (ωB97M-V/def2-TZVPD)
C 1.7635 0.2951 -0.2049
C 0.8129 -0.7153 0.3918
O 0.2156 -0.2324 1.6172
C -0.6470 -0.7179 0.1512
C -1.2675 0.4370 -0.5543
O -2.6468 0.5630 -0.2946
H 1.3407 1.3023 -0.2041
H 2.0062 0.0152 -1.2355
H 2.6966 0.3157 0.3665
H 1.2800 -1.6960 0.5198
H -0.6939 -0.8826 1.5266
H -1.0766 0.2419 -1.6294
H -0.8111 1.4058 -0.3213
H -2.9727 -0.3318 -0.1290
```

## Properties
* max |F|: 0.5 eV/Å
* ΔE to the lowest compared entry with this formula, charge and spin: 485.1 kJ/mol
* DFT total energy: -8368.254 eV
* HOMO: -9.2 eV
* HOMO-LUMO gap: 10.140 eV



3.
C3H7AlBr2FS as an isolated structure, computed with ωB97M-V/def2-TZVPD.

Geometry as XYZ:
```
15
C3H7AlBr2FS (ωB97M-V/def2-TZVPD)
C -1.5120 1.2861 -0.2952
C -0.9679 0.5268 0.9069
C -0.1866 -0.7216 0.5469
F -1.1249 -1.6999 0.0552
Al 1.3518 -0.5975 -0.7244
S 2.6979 -2.4103 -0.6336
Br 2.5778 1.3145 -0.0720
Br 0.6578 -0.3980 -2.9525
H -2.0750 0.6141 -0.9437
H -2.1732 2.1033 0.0028
H -0.7035 1.7157 -0.8892
H -1.7899 0.2512 1.5797
H -0.2966 1.1772 1.4783
H 0.1979 -1.1635 1.4770
H 3.3464 -1.9981 0.4637
```

## Properties
* max |F|: 0.2 eV/Å
* DFT total energy: -163466.934 eV
* total charge: -1
* HOMO: -5.4 eV
* HOMO-LUMO gap: 8.551 eV



4.
A 2-piece molecular cluster, C4H10NO overall in a non-equilibrium geometry, computed with ωB97M-V/def2-TZVPD.

Geometry as XYZ:
```
16
C4H10NO (ωB97M-V/def2-TZVPD)
C -0.8873 -0.5457 -1.1491
N -2.2494 -0.8495 -1.0553
C 2.6365 0.0726 -0.0661
O 3.7897 0.6485 0.3520
C -1.4356 0.4519 -0.1273
C -1.1269 0.0774 1.3234
H -0.4903 -0.0963 -2.0642
H -0.0689 -1.1489 -0.7371
H 2.1635 -0.7681 0.5154
H 1.8345 0.8646 -0.1399
H 2.7137 -0.3078 -1.1148
H -1.1224 1.4589 -0.3915
H -2.5771 0.3481 -0.3119
H -1.7246 0.6108 2.0548
H -0.0549 0.1546 1.4744
H -1.4005 -0.9711 1.4374
```

## Properties
* max |F|: 1.5 eV/Å
* ΔE to the lowest compared entry with this formula, charge and spin: 469.0 kJ/mol
* DFT total energy: -7842.676 eV
* total charge: -1
* HOMO: -2.0 eV
* HOMO-LUMO gap: 5.695 eV



5.
C23H40N5OPPdS as an isolated structure in a non-equilibrium geometry, computed with ωB97M-V/def2-TZVPD.

Geometry as XYZ:
```
72
C23H40N5OPPdS (ωB97M-V/def2-TZVPD)
Pd -0.2937 -0.2927 -1.1309
C -1.2825 0.7098 3.2348
N -0.4869 -0.2185 2.4669
C -0.9736 -1.5689 2.6391
C 0.9134 -0.1038 2.8116
C 1.8423 -0.7562 1.7870
N 1.6931 -0.2462 0.4341
C 2.6283 -0.9538 -0.4282
C 1.9519 1.1839 0.3811
H -1.1935 0.5410 4.3280
H -2.3267 0.6021 2.9453
H -0.9748 1.7340 3.0216
H -0.7765 -1.9491 3.6611
H -0.5025 -2.2218 1.9084
H -2.0479 -1.5882 2.4609
H 1.1267 -0.5618 3.8076
H 1.1521 0.9609 2.8946
H 1.6540 -1.8325 1.7611
H 2.8848 -0.6024 2.1408
H 3.6751 -0.7887 -0.1089
H 2.5093 -0.5967 -1.4524
H 2.4116 -2.0230 -0.4026
H 2.9173 1.4475 0.8584
H 1.1434 1.7071 0.8877
H 1.9773 1.5166 -0.6582
S -0.4046 -2.8409 -0.5663
C -1.5710 -1.9651 -1.4463
N -2.7382 -1.5498 -0.8153
C -3.5746 -0.6581 -1.6106
C -3.9401 -1.3657 -2.9083
C -2.6315 -1.6376 -3.6399
N -1.7398 -2.3674 -2.7662
H -2.4994 -1.1373 0.0890
H -3.0200 0.2675 -1.8438
H -4.4689 -0.4070 -1.0338
H -4.5918 -0.7376 -3.5234
H -4.4505 -2.3030 -2.6782
H -2.2075 -0.6612 -3.9265
H -2.7883 -2.2390 -4.5428
H -0.8679 -2.6674 -3.1889
C 0.4171 -0.0373 -4.7626
P 0.3537 0.8410 -3.1131
C -0.6858 2.2805 -3.6381
C 2.0168 1.5580 -3.2121
C 3.1067 0.7051 -3.4845
C 4.4000 1.1642 -3.4480
C 4.6713 2.4947 -3.1250
C 3.6054 3.3421 -2.8184
C 2.3080 2.8849 -2.8462
H 0.9315 -0.9920 -4.6595
H 0.9586 0.5825 -5.4780
H -0.5828 -0.2383 -5.1400
H -0.2401 2.8268 -4.4707
H -0.8307 2.9536 -2.7936
H -1.6672 1.9054 -3.9373
H 2.9175 -0.3299 -3.7360
H 5.2178 0.4909 -3.6757
H 5.6887 2.8617 -3.1123
H 3.8072 4.3727 -2.5522
H 1.5012 3.5574 -2.5860
O -1.9521 1.1217 0.0673
N -2.3591 2.3476 -0.0288
C -3.7107 2.6303 -0.0743
C -4.1760 3.9096 -0.0990
C -3.2894 4.9960 -0.0890
C -1.9135 4.6920 -0.0935
C -1.4820 3.4019 -0.0751
H -4.3575 1.7683 -0.0807
H -5.2447 4.0777 -0.1291
H -3.6424 6.0130 -0.0814
H -1.1855 5.4903 -0.1124
H -0.4403 3.1184 -0.0930
```

## Properties
* max |F|: 1.9 eV/Å
* spin multiplicity: 2
* ΔE to the lowest compared entry with this formula, charge and spin: 15.5 kJ/mol
* DFT total energy: -57600.315 eV
* total charge: -1
* HOMO (alpha / beta): -0.9 / -3.4 eV
* HOMO-LUMO gap (alpha / beta): 3.686 / 6.167 eV
* <S²>: 0.764



6.
One molecule with the formula C3H6ClN in a non-equilibrium geometry, computed with ωB97M-V/def2-TZVPD.

Geometry as XYZ:
```
11
C3H6ClN (ωB97M-V/def2-TZVPD)
C -1.1671 -0.8838 0.2603
C 0.0395 -0.1226 -0.3926
C 0.4592 1.2278 0.0400
N 1.0850 0.0745 0.5526
Cl 2.7691 -0.2260 -0.0738
H -1.2358 -0.6110 1.2632
H -0.8542 -1.9102 0.1782
H -1.9932 -0.7752 -0.3693
H 0.0178 -0.3953 -1.5267
H 0.9968 1.7692 -0.6493
H -0.1171 1.8525 0.7173
```

## Properties
* max |F|: 3.6 eV/Å
* ΔE to the lowest compared entry with this formula, charge and spin: 186.5 kJ/mol
* SMILES string: C[C@H]1CN1Cl
* DFT total energy: -17218.159 eV
* HOMO: -9.7 eV
* HOMO-LUMO gap: 10.358 eV



7.
One molecule with the formula C2H4ClN2P in a non-equilibrium geometry, computed with ωB97M-V/def2-TZVPD.

Geometry as XYZ:
```
10
C2H4ClN2P (ωB97M-V/def2-TZVPD)
C -0.2675 1.0765 0.2467
C -0.6597 -0.1346 -0.1132
N 0.0095 -1.2919 -0.3948
P 1.4485 -1.4598 0.1808
N 2.4329 -0.4962 0.9403
Cl 4.0176 -0.7238 1.2720
H 0.6930 1.1263 0.6962
H -0.8724 1.9248 0.2224
H -1.7247 -0.2154 -0.2217
H 1.8208 -2.5891 -0.3374
```

## Properties
* max |F|: 3.1 eV/Å
* ΔE to the lowest compared entry with this formula, charge and spin: 393.4 kJ/mol
* SMILES string: C=CN=[PH]=NCl
* DFT total energy: -26926.420 eV
* HOMO: -8.8 eV
* HOMO-LUMO gap: 8.315 eV



8.
C13H18ClDyNO5S2 as an isolated structure in a non-equilibrium geometry, computed with ωB97M-V/def2-TZVPD.

Geometry as XYZ:
```
41
C13H18ClDyNO5S2 (ωB97M-V/def2-TZVPD)
C 5.9433 0.8694 0.3145
C 4.4526 0.9890 0.1860
C 3.6495 0.9693 1.3901
C 2.2931 1.0377 1.2777
C 1.6002 1.1453 0.0010
C 0.0537 1.1726 0.0108
C -0.4502 -0.1609 0.6457
C -2.0124 -0.3326 0.6545
S -2.8779 1.0931 1.4198
C -3.7453 2.1597 0.2562
O -3.8767 0.5109 2.2833
O -1.9822 1.8829 2.2306
C -2.5915 -0.7662 -0.7453
Cl -4.4005 -0.9523 -0.6538
C -2.0087 -2.2097 -1.1816
N -3.0746 -3.2713 -1.1186
O -0.9875 -2.6762 -0.3267
S 0.2501 -1.5757 -0.2614
O 0.5648 -1.2415 -1.6203
O 1.3793 -2.0654 0.4451
C 2.3818 1.1920 -1.1841
C 3.7518 1.1239 -1.0915
H 6.1855 0.6471 1.3658
H 6.5028 1.7494 -0.0471
H 6.2520 -0.0224 -0.2735
H 4.0824 0.8903 2.3916
H 1.6716 1.0016 2.1838
H -0.1972 2.0583 0.6298
H -0.3219 1.3640 -1.0072
H -0.0796 -0.2012 1.6810
H -2.2219 -1.1986 1.3123
H -3.1913 2.3986 -0.6660
H -4.7240 1.7119 0.0169
H -3.9707 3.0860 0.8175
H -2.3313 -0.0327 -1.5254
H -1.7030 -2.1521 -2.2388
H -2.8316 -3.8401 -0.2830
H -2.8256 -3.8932 -1.9137
H 1.9220 1.2608 -2.1748
H 4.3882 1.1508 -1.9865
Dy -4.9192 -4.8727 -1.2147
```

## Properties
* max |F|: 4.2 eV/Å
* spin multiplicity: 6
* DFT total energy: -83744.154 eV
* total charge: +3
* HOMO (alpha / beta): -17.8 / -18.0 eV
* HOMO-LUMO gap (alpha / beta): 5.251 / 6.740 eV
* <S²>: 9.790



9.
A 2-piece molecular cluster, C39H46F6N3S2 overall in a non-equilibrium geometry, computed with ωB97M-V/def2-TZVPD.

Geometry as XYZ:
```
96
C39H46F6N3S2 (ωB97M-V/def2-TZVPD)
C 6.3684 -1.1563 1.2107
C 5.7820 -1.2701 -0.1936
C 6.6244 -2.2083 -1.0632
C 5.6354 0.0994 -0.8234
C 6.7236 0.6833 -1.4515
C 6.6514 1.9562 -1.9676
C 5.4872 2.6776 -1.8466
C 4.3850 2.1394 -1.2137
C 3.1249 2.9548 -1.0635
C 2.5216 3.2862 -2.4262
C 3.3803 4.2110 -0.2331
C 4.4479 0.8375 -0.7011
N 3.2942 0.3178 -0.0023
N 2.8307 0.8617 1.1203
N 1.8075 0.1251 1.4935
C 0.9864 0.4331 2.6485
C -0.3866 0.7179 2.5391
C -1.0731 0.7638 1.1865
C -0.5129 1.8885 0.3207
C -2.5942 0.8749 1.3013
C -1.1047 1.0081 3.6918
C -0.4963 1.0267 4.9250
C 0.8515 0.7768 5.0283
C 1.6033 0.4839 3.9066
C 3.0837 0.2238 4.0508
C 3.3371 -0.9914 4.9415
C 3.8083 1.4627 4.5784
C 1.5744 -0.9710 0.6156
C 0.5807 -2.0127 0.7840
C 0.4664 -2.6932 2.0073
C -0.5029 -3.6407 2.2036
C -0.5355 -4.4305 3.5053
F -1.8179 -4.7361 3.7970
F 0.1878 -5.5602 3.3409
F 0.0033 -3.6771 4.4899
C -1.4226 -3.8935 1.1988
C -1.3566 -3.2179 -0.0093
C -2.4593 -3.4163 -1.0402
F -2.2326 -2.6069 -2.0983
F -2.4663 -4.7093 -1.4300
F -3.6374 -3.0973 -0.4598
C -0.3436 -2.3188 -0.2294
C 2.5154 -0.7978 -0.4247
C 2.6875 -1.5675 -1.5280
H 5.7441 -0.5310 1.8482
H 6.4750 -2.1317 1.6857
H 7.3577 -0.7019 1.1697
H 4.7700 -1.6973 -0.1097
H 6.2656 -2.2184 -2.0922
H 7.6645 -1.8857 -1.0822
H 6.6194 -3.2314 -0.6884
H 7.6503 0.1432 -1.5242
H 7.5060 2.3920 -2.4564
H 5.4339 3.6769 -2.2408
H 2.4111 2.3222 -0.5138
H 2.3264 2.3791 -2.9984
H 1.5870 3.8387 -2.3323
H 3.2066 3.9007 -3.0091
H 3.7932 3.9551 0.7427
H 4.0963 4.8615 -0.7335
H 2.4692 4.7881 -0.0767
H -0.8531 -0.1897 0.6870
H 0.5482 1.7403 0.1316
H -1.0235 1.9511 -0.6407
H -0.6289 2.8490 0.8205
H -3.0016 0.0691 1.9127
H -2.8703 1.8231 1.7618
H -3.0793 0.8354 0.3266
H -2.1580 1.2224 3.6375
H -1.0707 1.2506 5.8088
H 1.3268 0.8111 5.9940
H 3.4692 0.0001 3.0425
H 2.8337 -1.8769 4.5548
H 4.3999 -1.2132 5.0317
H 2.9570 -0.8169 5.9471
H 3.6420 2.3201 3.9260
H 3.4407 1.7254 5.5702
H 4.8833 1.3013 4.6626
H 1.1636 -2.4853 2.7977
H -2.2111 -4.6052 1.3672
H -0.3090 -1.7828 -1.1610
H 2.0918 -2.4424 -1.6829
H 3.4485 -1.3434 -2.2467
C -1.4339 -1.5224 -6.9599
C -1.9044 -0.6905 -5.7690
S -0.5776 -0.3110 -4.6329
C 0.1308 -1.8927 -4.4381
S 0.3843 -3.1139 -5.6571
C -1.1450 -2.9679 -6.5652
H -2.1455 -1.4682 -7.7969
H -0.5049 -1.0804 -7.3403
H -2.3704 0.2445 -6.0948
H -2.6677 -1.2335 -5.2065
H 0.4954 -2.1240 -3.4605
H -1.9451 -3.3572 -5.9308
H -1.0981 -3.6222 -7.4412
```

## Properties
* max |F|: 2.6 eV/Å
* ΔE to the lowest compared entry with this formula, charge and spin: 28.6 kJ/mol
* DFT total energy: -83627.480 eV
* total charge: +1
* HOMO: -8.8 eV
* HOMO-LUMO gap: 3.113 eV



10.
C43H44ClN8PTi as an isolated structure in a non-equilibrium geometry, computed with ωB97M-V/def2-TZVPD.

Geometry as XYZ:
```
98
C43H44ClN8PTi (ωB97M-V/def2-TZVPD)
Ti 0.1819 -0.1338 -0.4339
C 2.7391 3.2906 0.5272
C 1.9759 2.0081 0.4815
N 1.0082 1.7728 -0.3848
C 0.5661 2.7627 -1.3609
C -0.5187 2.1419 -2.2519
N -1.3355 1.1893 -1.4617
C -2.3747 0.4686 -2.2219
C -1.7579 -0.6730 -3.0260
N -0.6211 -1.3054 -2.3036
C -0.7011 -2.7689 -1.9988
C -0.7614 -3.0882 -0.5020
N 0.0986 -2.1565 0.2296
C 0.6812 -2.4356 1.3381
C 0.5506 -3.7371 2.0565
C 1.5502 -1.3336 1.8587
C 2.4396 -1.4275 2.8900
C 3.2830 -0.3164 3.1560
C 3.1913 0.8181 2.3973
C 2.2327 0.9046 1.3675
N 1.4278 -0.1775 1.1385
H 3.1274 3.5476 -0.4606
H 3.5794 3.2442 1.2138
H 2.0961 4.1158 0.8445
H 1.3965 3.1109 -1.9841
H 0.1616 3.6391 -0.8523
H -0.0749 1.5869 -3.0818
H -1.1491 2.9251 -2.6801
H -1.8022 1.7364 -0.7369
H -2.9226 1.1452 -2.8830
H -3.0836 0.0770 -1.4961
H -1.3837 -0.3002 -3.9796
H -2.5213 -1.4152 -3.2579
H 0.1912 -1.1999 -2.8923
H 0.1891 -3.2354 -2.4196
H -1.5641 -3.2070 -2.5005
H -0.4572 -4.1240 -0.3458
H -1.7822 -2.9891 -0.1259
H -0.4866 -4.0712 2.0511
H 0.8800 -3.6603 3.0887
H 1.1533 -4.5073 1.5679
H 2.5281 -2.3305 3.4774
H 4.0092 -0.3781 3.9547
H 3.8506 1.6519 2.5958
Cl -2.5000 -0.6466 0.9611
C -3.0954 -0.0064 2.5212
C -4.1651 -0.6982 3.0582
C -4.7043 -0.2383 4.2495
C -4.1715 0.8880 4.8623
C -3.0992 1.5510 4.2892
C -2.5257 1.1191 3.0906
P -1.1022 1.9643 2.3019
C -0.3186 2.7350 3.7534
C -0.5721 4.0170 4.2341
C 0.0572 4.4710 5.3860
C 0.9357 3.6465 6.0736
C 1.1849 2.3611 5.6093
C 0.5662 1.9130 4.4535
C -1.9479 3.3195 1.4089
C -1.2329 4.4512 1.0077
C -1.8184 5.4165 0.2029
C -3.1275 5.2593 -0.2366
C -3.8435 4.1328 0.1379
C -3.2585 3.1699 0.9536
H -4.5679 -1.5684 2.5597
H -5.5411 -0.7611 4.6929
H -4.5944 1.2501 5.7896
H -2.6866 2.4229 4.7815
H -1.2766 4.6643 3.7282
H -0.1513 5.4676 5.7526
H 1.4198 4.0014 6.9738
H 1.8625 1.7110 6.1482
H 0.7624 0.9063 4.0978
H -0.2095 4.5898 1.3384
H -1.2539 6.2964 -0.0786
H -3.5881 6.0163 -0.8573
H -4.8689 4.0082 -0.1862
H -3.8468 2.3105 1.2557
N 7.0857 1.3536 -8.6808
C 6.5013 1.0216 -7.7497
C 5.7590 0.6108 -6.5844
C 6.3890 -0.0972 -5.5665
C 5.6719 -0.4883 -4.4482
C 4.3249 -0.1758 -4.3654
C 3.6846 0.5244 -5.3770
C 4.4068 0.9253 -6.4869
N 3.5766 -0.5878 -3.2109
C 3.8149 -1.6910 -2.4215
C 2.8673 -1.6756 -1.4504
N 2.0493 -0.5741 -1.6179
C 2.5078 0.0457 -2.6894
H 7.4415 -0.3314 -5.6457
H 6.1753 -1.0079 -3.6449
H 2.6262 0.7410 -5.3256
H 3.9219 1.4691 -7.2855
H 4.6075 -2.3869 -2.6302
H 2.7371 -2.3643 -0.6339
H 2.1403 0.9822 -3.0751
```

## Properties
* max |F|: 1.4 eV/Å
* spin multiplicity: 3
* ΔE to the lowest compared entry with this formula, charge and spin: 11.4 kJ/mol
* DFT total energy: -102143.246 eV
* total charge: +2
* HOMO (alpha / beta): -11.2 / -12.7 eV
* HOMO-LUMO gap (alpha / beta): 5.820 / 7.079 eV
* <S²>: 2.011



11.
A 5-piece molecular cluster, C19H31NO12 overall in a non-equilibrium geometry, computed with ωB97M-V/def2-TZVPD.

Geometry as XYZ:
```
63
C19H31NO12 (ωB97M-V/def2-TZVPD)
C 0.7792 -1.5780 -1.7492
C -0.3078 -1.1170 -2.7442
C -1.3508 -2.1840 -3.2582
O -2.4998 -1.7710 -2.5832
C -2.3518 -0.5710 -2.0512
O -3.2558 0.1410 -1.5762
O -1.1138 -0.1170 -2.1482
H 1.2932 -0.7560 -1.2482
H 1.5042 -2.3220 -2.1772
H 0.3692 -2.1920 -0.9812
H 0.1202 -0.6280 -3.6692
H -1.0488 -3.1970 -2.9952
H -1.5128 -2.1810 -4.3712
C -1.2108 5.7330 -2.0502
C -0.4438 4.4270 -2.2912
C 0.8222 4.6520 -3.0722
O 1.8302 4.3310 -2.1632
C 1.3562 3.8370 -1.1312
O 2.1382 3.4360 -0.2332
O 0.0002 3.8770 -1.0892
H -2.2238 5.5440 -1.6762
H -1.3118 6.3940 -2.9342
H -0.7928 6.2920 -1.2192
H -1.0838 3.7520 -2.7262
H 0.8692 5.6690 -3.2612
H 0.7872 4.1330 -4.0382
C 2.7082 0.7690 2.3818
C 4.2102 1.1890 2.5438
C 4.8842 1.4130 1.2108
O 5.3132 2.7230 1.3698
C 4.8292 3.2600 2.4528
O 5.1212 4.3820 2.8128
O 4.0992 2.4530 3.1268
H 2.1492 1.2070 1.5398
H 2.0272 1.1240 3.1798
H 2.5372 -0.3080 2.3208
H 4.8932 0.5860 3.2518
H 4.2662 1.5490 0.3528
H 5.7932 0.8100 0.8858
C -0.2328 -2.3940 3.8138
O -0.0028 -1.8770 2.5398
C -0.5328 -0.7620 2.1708
O -1.4338 0.0220 3.0198
O -0.1048 -0.3200 0.9568
C -0.4728 1.0540 0.5198
H -1.1828 -2.9000 3.7358
H -0.4168 -1.6390 4.4878
H 0.6182 -2.8190 4.3678
H -0.6518 1.6950 1.3668
H -1.4108 1.0880 -0.0052
H 0.3222 1.3620 -0.1242
C -2.3428 -3.3880 0.2548
C -2.9608 -4.6580 0.8968
C -3.9168 -5.4220 -0.0242
C -4.2268 -6.7040 0.7188
N -4.4708 -7.6930 1.2358
H -3.0498 -2.5410 0.3768
H -2.3448 -3.5440 -0.8532
H -1.3928 -3.0300 0.7598
H -3.3478 -4.4370 1.8998
H -2.1708 -5.4620 1.0688
H -3.5888 -5.5070 -1.1192
H -4.8798 -4.8850 -0.0542
```

## Properties
* max |F|: 9.1 eV/Å
* SMILES string: C[C@H]1COC(=O)O1.C[C@H]1COC(=O)O1.C[C@H]1COC(=O)O1.COC(=O)OC.CCCC#N
* DFT total energy: -46261.469 eV
* HOMO: -10.0 eV
* HOMO-LUMO gap: 10.054 eV